*one*
19
Properties=species:S:1:pos:R:3:mulliken_charge:R:1 method="wB97M-V/def2-TZVPD" orbital_gap_ev=10.1039 charge=0
C -0.6946 -0.7726 -0.8716 0.072
C 0.5280 -0.3090 -0.0040 0.936
C 1.5857 -1.3773 0.2559 -0.768
C 0.7292 -0.9737 1.4123 -0.843
C 1.0030 1.2529 -0.0916 -0.726
C 0.1452 2.0020 0.7167 -0.032
C -0.9470 2.3084 1.4411 -0.402
H -1.6274 1.1039 -0.7689 0.166
H -2.2541 0.2471 -2.1089 0.299
H -1.5416 -2.2494 -1.7538 0.228
H 1.4982 -2.3894 -0.0150 0.323
H 2.6679 -1.1666 0.0563 0.184
H 1.0052 -0.1672 2.1244 0.292
H 0.0918 -1.7699 1.5031 0.412
H 2.0216 1.1795 0.4333 0.324
H 0.9942 1.4382 -1.1880 0.392
H -1.6551 2.5451 2.4177 0.294
N -1.3355 0.4121 -1.4937 -0.518
N -0.8500 -2.0630 -1.0568 -0.632

*two*
19
Properties=species:S:1:pos:R:3:mulliken_charge:R:1 method="wB97M-V/def2-TZVPD" smiles=N[C@]12C[C@@H]3[C@@H]4N[C@H]1[C@H]2[C@H]34 orbital_gap_ev=9.7042 charge=0
C 0.4619 0.5657 0.7354 0.673
C 0.4437 -0.9069 1.0480 -0.893
C -0.7126 -1.4929 0.1184 -0.382
C -0.4723 -1.0623 -1.2894 -0.547
C 0.5698 0.8839 -0.7021 -0.696
C -0.8075 0.9722 -0.0090 -0.615
C -1.4983 -0.2871 -0.4316 -0.238
H 1.9732 1.2851 2.0101 0.263
H 0.4257 1.3952 2.5700 0.323
H 1.3787 -1.3875 0.8896 0.328
H 0.2451 -1.0763 2.1317 0.386
H -1.1632 -2.4793 0.2284 0.394
H -0.8474 -1.6602 -2.0485 0.461
H 0.5479 0.0432 -2.5248 0.299
H 1.1033 1.7650 -0.9530 0.444
H -1.2938 1.8758 0.3371 0.509
H -2.5834 -0.3105 -0.6707 0.421
N 1.0529 1.4819 1.7310 -0.644
N 0.7050 -0.2657 -1.5580 -0.484

Least stable of them? *one*.

*one*
16
Properties=species:S:1:pos:R:3:mulliken_charge:R:1 method="wB97M-V/def2-TZVPD" orbital_gap_ev=10.3272 charge=+1
C 1.5164 -0.6951 0.2151 -0.070
C 3.6511 -0.3553 0.0405 0.746
C 0.3120 -1.4650 -0.0958 -0.454
C -0.8904 -0.4025 0.0326 -0.557
C -0.0863 0.9112 -0.2895 -0.402
N 2.2372 1.5197 0.0767 -0.542
N 1.2616 0.5762 0.0132 0.496
O 4.4164 -1.2238 -0.0631 -0.241
O 3.4984 0.9004 -0.0963 -0.165
H 0.3562 -1.7346 -1.1005 0.295
H 0.0962 -2.4946 0.4764 0.338
H -1.6421 -0.6479 -0.7257 0.337
H -1.4450 -0.2882 1.0606 0.289
H -0.2126 1.1428 -1.4089 0.264
H -0.3636 1.8560 0.1931 0.347
H 2.4406 2.0887 0.9144 0.319

*two*
16
Properties=species:S:1:pos:R:3:mulliken_charge:R:1 method="wB97M-V/def2-TZVPD" orbital_gap_ev=8.9802 charge=+1
C 0.2948 0.1652 -0.4468 -0.519
C 0.3389 1.4714 -1.0558 0.734
C -1.0589 4.5185 -0.5194 0.517
C -0.3835 -0.0401 0.7010 -0.018
C -0.6158 -1.3688 1.2896 -1.140
N -0.5591 3.6645 -1.2304 0.050
N -0.6946 2.2794 -0.8755 -0.545
O -1.7453 5.3103 -0.1391 -0.091
O 1.3497 1.7471 -1.8406 -0.499
H 0.5873 -0.6409 -1.0602 0.407
H 0.0556 3.8744 -2.0525 0.343
H -0.8148 0.7927 1.2447 0.370
H 0.2558 -1.6435 1.8340 0.307
H -0.8738 -1.9449 0.4189 0.342
H -1.4845 -1.3655 1.9114 0.367
H 2.0889 1.2300 -1.4565 0.374

Least stable of them? *one*.

*one*
24
Properties=species:S:1:pos:R:3:mulliken_charge:R:1 method="wB97M-V/def2-TZVPD" smiles="C[C@](N)(CN)C1=[NH+]C=CC1" orbital_gap_ev=10.0824 charge=+1
C 1.3921 0.6527 -2.6304 -0.782
C 0.3889 0.9222 -1.6670 -0.099
C 1.8765 -0.6018 -2.3966 -0.557
C 0.2970 -0.3034 -0.8936 -0.605
C -1.9853 -0.5160 0.4814 -1.428
C 0.2132 0.3309 1.5436 -1.348
C -0.4594 -0.6627 0.4808 1.959
N 1.3226 -1.0673 -1.2278 -0.002
N -0.0503 -2.0412 0.8549 -0.854
N 0.2817 1.6457 0.8947 -0.462
H 1.4308 1.1041 -3.5624 0.421
H -0.3543 1.5993 -1.9835 0.535
H 2.7130 -0.9934 -2.8216 0.499
H -2.3764 -0.2590 -0.5621 0.308
H -2.5802 -1.4451 0.9282 0.327
H -2.2902 0.2991 1.1095 0.380
H -0.4466 0.4579 2.3706 0.524
H 1.1511 -0.1272 2.0423 0.363
H 1.5176 -1.9834 -0.8098 0.279
H -0.4346 -2.3948 1.7684 0.295
H -0.2944 -2.7834 0.1035 0.260
H -0.6847 1.9445 0.7028 0.341
H 0.5353 1.5033 -0.5225 0.361
H 0.7291 2.2073 1.6488 0.287

*two*
24
Properties=species:S:1:pos:R:3:mulliken_charge:R:1 method="wB97M-V/def2-TZVPD" smiles=CCC[C@H](C)c1[nH]nc[nH+]1 orbital_gap_ev=11.3450 charge=+1
C 1.8700 -1.4167 0.0084 -0.906
C 2.1135 0.0266 -0.5948 -0.502
C 0.8184 0.7600 -1.1082 -0.720
C -0.2108 1.2057 0.0501 0.623
C 0.4139 1.2415 1.4927 -1.384
C -1.4347 0.2191 -0.0680 -0.266
N -2.4102 0.4398 -0.9935 0.228
N -3.2744 -0.6115 -0.8550 -0.595
C -2.8701 -1.4166 0.1028 0.052
N -1.6441 -0.9086 0.6584 0.031
H 2.4683 -1.5099 0.9536 0.245
H 2.2627 -2.2116 -0.6869 0.354
H 0.7999 -1.6634 0.2245 0.151
H 2.7776 -0.1082 -1.4987 0.416
H 2.6885 0.6660 0.1232 0.298
H 0.2753 0.0439 -1.7992 0.337
H 1.0367 1.6656 -1.7464 0.310
H -0.5536 2.2584 -0.1755 0.418
H -0.2070 1.8232 2.2370 0.355
H 1.4339 1.7185 1.5144 0.313
H 0.5030 0.2060 1.9347 0.271
H -2.5249 1.1972 -1.6651 0.266
H -3.2879 -2.3694 0.4868 0.396
H -1.0439 -1.2556 1.4046 0.311

*three*
24
Properties=species:S:1:pos:R:3:mulliken_charge:R:1 method="wB97M-V/def2-TZVPD" orbital_gap_ev=8.2261 charge=+1
C -0.7253 -2.0228 -0.6338 -0.165
C 0.5480 0.6992 -0.6184 -0.062
C 0.5692 1.7361 -1.3486 -0.753
C 1.1891 -0.4671 0.0025 1.848
C 2.5654 -0.5315 -0.7246 -1.452
C 1.1158 -0.2064 1.4938 -1.551
C -2.4689 0.5778 0.7696 -0.941
N 0.4615 -1.6912 -0.3419 -0.522
N -1.8815 -1.2224 -0.6922 -0.333
N -1.7092 0.0865 -0.4185 -0.177
H -1.0436 -2.9743 -0.8242 0.496
H -0.1068 2.0278 -2.1843 0.271
H 1.2143 2.4887 -1.0775 0.337
H 2.8760 0.3634 -0.9819 0.463
H 2.6247 -1.0344 -1.7419 0.355
H 3.2512 -1.1414 -0.1285 0.344
H 1.6348 -0.9221 1.9781 0.482
H 0.1619 -0.3682 1.9059 0.307
H 1.5939 0.7006 1.6593 0.461
H -2.3472 -0.1308 1.6688 0.305
H -1.8866 1.4161 1.2644 0.339
H -3.4871 0.6524 0.6264 0.392
H -2.6829 -1.3309 -1.2798 0.226
H -1.9536 0.7837 -1.1689 0.332

*four*
24
Properties=species:S:1:pos:R:3:mulliken_charge:R:1 method="wB97M-V/def2-TZVPD" orbital_gap_ev=10.1715 charge=+1
C -2.1039 -1.3507 0.2269 -0.713
C -2.3915 -0.0328 0.0219 0.486
C -0.1563 -0.3660 -0.0176 -0.764
C -3.6049 0.9151 -0.1528 -1.189
C 2.0633 -1.2781 0.6663 -2.216
C 1.6679 0.2997 -1.4155 -1.489
C 1.2941 -0.1937 -0.0687 2.171
N -0.7376 -1.5804 0.1211 0.021
N -1.1219 0.5927 -0.0794 -0.079
N 1.1689 1.4753 0.9118 -0.787
H -2.8487 -2.0867 0.4075 0.449
H -3.3193 1.6603 0.5321 0.402
H -3.6545 1.1002 -1.1299 0.366
H -4.4001 0.3506 0.3093 0.337
H 2.9616 -0.9133 0.9386 0.552
H 1.5999 -1.5738 1.5089 0.622
H 2.3741 -2.0204 0.0721 0.530
H 1.0017 -0.0808 -2.2898 0.256
H 2.6966 0.1627 -1.5250 0.454
H 1.6260 1.3427 -1.4721 0.455
H -0.3685 -2.4766 0.3592 0.272
H -1.0329 1.6151 0.0321 0.372
H 0.7863 1.2769 1.8416 0.228
H 2.1294 1.6966 1.0822 0.266

Least stable of them? *three*.

*one*
21
Properties=species:S:1:pos:R:3:mulliken_charge:R:1 method="wB97M-V/def2-TZVPD" orbital_gap_ev=4.8020 charge=-1
C -0.8416 2.3509 1.7833 -0.339
O -2.0015 1.5727 1.6529 -0.528
C 0.3482 2.0650 0.9201 -0.442
C 0.1429 1.3987 -0.4882 -1.054
C -0.4137 0.0034 -0.4366 -0.360
C 0.9695 -3.5299 -1.2218 -0.893
C 0.0182 -2.3382 -1.1521 -0.311
C 0.4292 -1.0873 -0.7726 -0.348
H -0.6084 2.3213 2.8672 0.249
H -1.1095 3.4067 1.5901 0.214
H 1.0178 1.3169 1.3394 0.214
H 0.9632 3.0362 0.8084 0.322
H 1.1662 1.4974 -0.8558 0.380
H -0.4963 1.9854 -1.1906 0.294
H -2.0708 1.2073 0.7647 0.317
H -1.4803 -0.0790 -0.5049 0.178
H 1.8008 -3.2173 -0.5292 0.287
H 1.2594 -3.8231 -2.2173 0.187
H 0.4388 -4.3503 -0.6912 0.238
H -1.0474 -2.6189 -1.0949 0.244
H 1.5155 -1.1180 -0.5711 0.151

*two*
21
Properties=species:S:1:pos:R:3:mulliken_charge:R:1 method="wB97M-V/def2-TZVPD" orbital_gap_ev=3.8715 charge=-1
C 2.6484 -0.5439 0.1561 -0.496
O 3.8610 -0.0668 -0.3077 -0.854
C 1.6376 0.5029 -0.2489 -0.376
C 0.2160 -0.0203 0.1332 0.248
C -0.9601 0.8717 -0.1739 -0.936
C -2.6052 -0.8464 -0.8625 -1.044
C -2.2722 0.0923 0.1123 0.683
C -3.0001 0.2761 1.3010 -1.091
H 2.6309 -0.7510 1.2534 0.214
H 2.3645 -1.5206 -0.2766 0.197
H 1.9759 0.7108 -1.2899 0.307
H 1.9522 1.3269 0.4080 0.187
H 0.1565 -0.1868 1.2131 0.307
H 0.0122 -0.9513 -0.4284 -0.836
H -0.9964 1.8660 0.3024 0.428
H -0.7345 1.1774 -1.2048 0.318
H -3.7030 -0.8452 -0.8788 0.312
H -1.9494 -1.1543 -1.7291 0.264
H 0.0388 -1.7007 -0.9622 0.562
H -2.7216 0.8952 2.1641 0.286
H -3.9012 -0.3265 1.3882 0.318

Least stable of them? *two*.